Record 1
DFT (the ωB97M-V functional and the def2-TZVPD basis) results for a 2-piece molecular cluster, C6H10O2 overall.

```
18
Properties=species:S:1:pos:R:3
C 2.1309 -1.0447 -0.2433
C 0.8121 -1.0500 -0.5218
C -0.0471 0.1528 -0.5244
C 0.4363 1.4096 -0.4049
C -1.4443 -0.0880 -1.0680
O -2.3304 0.9963 -0.9191
H 2.6119 -0.1922 0.2029
H 2.6994 -1.9604 -0.2622
H 0.3918 -1.8982 -1.0486
H -0.2308 2.2571 -0.4217
H 1.4668 1.6038 -0.1738
H -1.3859 -0.2734 -2.1453
H -1.8533 -0.9952 -0.5962
H -2.4332 1.1862 0.0228
C -0.2032 0.0053 1.9471
O 0.2176 -1.1550 1.8626
H -1.2805 0.2345 1.9695
H 0.4419 0.8115 2.3244
```

Properties
Total charge ... 0
Relative energy (zero: lowest compared OMol25 entry of this formula, charge and spin) ... 3.2736 eV
2S+1 ... 1
SMILES string ... C=CC(=C)CO.C=O
HOMO energy ... -9.1 eV


Record 2
DFT (the ωB97M-V functional and the def2-TZVPD basis) results for C9H22CuIN2O5 as an isolated structure.

```
40
Properties=species:S:1:pos:R:3
Cu -9.7323 0.0399 -19.5594
C -11.0619 -2.2989 -18.8707
O -11.4462 -3.1603 -17.9999
O -9.8883 -2.1052 -19.2629
O -11.5456 -1.1692 -18.5034
I -11.3687 2.3404 -20.1230
C -6.8860 -0.2172 -17.2658
C -7.6133 1.1073 -17.1603
C -6.9568 2.3409 -17.8107
O -6.8456 2.3082 -19.2183
C -6.9793 3.5889 -19.8265
N -8.9998 0.9974 -17.6589
H -7.3428 -1.0150 -16.6774
H -5.8862 0.0297 -16.9030
H -6.9411 -0.6513 -18.2620
H -7.6806 1.4537 -16.1214
H -6.0654 2.7175 -17.2994
H -7.7142 3.0761 -17.5082
H -7.0460 3.4102 -20.9021
H -6.0169 4.1029 -19.7535
H -7.9007 4.0920 -19.5362
H -9.2979 1.9660 -17.7153
H -9.5089 0.5305 -16.9165
C -6.5926 0.3686 -22.6598
C -7.9461 0.3967 -21.8739
C -9.0210 -0.5068 -22.5991
O -10.2208 -0.4267 -21.7968
C -11.3448 -1.0539 -22.4071
N -7.6911 -0.1322 -20.5591
H -6.5087 -0.7074 -22.8492
H -5.6713 0.4908 -22.0870
H -6.5821 1.0102 -23.5397
H -8.3638 1.3864 -21.6835
H -8.6269 -1.5257 -22.6755
H -9.3235 -0.2256 -23.6112
H -12.2453 -1.1164 -21.7952
H -11.1123 -2.0853 -22.6785
H -11.6450 -0.3539 -23.1921
H -7.1955 -1.0209 -20.5132
H -6.9318 0.4518 -20.2171
```

Properties
Total charge ... -1
Relative energy (zero: lowest compared OMol25 entry of this formula, charge and spin) ... 0.0000 eV
2S+1 ... 2
HOMO energy (spin up / spin down) ... -3.9 / -3.8 eV


Record 3
DFT (the ωB97M-V functional and the def2-TZVPD basis) results for a 15-piece molecular cluster, C23H76N29O16 overall.

```
144
Properties=species:S:1:pos:R:3
C 4.6139 1.3516 0.3903
C 4.4787 2.6586 -0.6099
C 4.1177 4.0641 0.1503
C 2.5364 4.2706 0.5277
C 1.9187 3.0888 1.5192
N 1.6366 4.5442 -0.6859
O 1.3869 3.4127 -1.3678
C 0.0491 3.4593 -2.0206
C -0.9800 2.6988 -0.9443
O -0.4388 1.3323 -0.6443
C -1.1259 0.8131 0.5610
C -0.9023 -0.8046 0.8037
H 5.4523 0.5929 0.0779
H 4.7369 1.6391 1.5307
H 3.5720 0.7808 0.3190
H 5.5645 2.8074 -1.0834
H 3.7786 2.3769 -1.5039
H 4.3939 4.9379 -0.6143
H 4.7484 4.2602 1.1162
H 2.4791 5.2714 1.1763
H 1.4973 2.1605 0.9192
H 1.1448 3.5007 2.3076
H 2.8623 2.6680 2.1162
H -0.2959 4.5492 -2.2810
H 0.1105 2.8067 -3.0020
H -2.0200 2.6584 -1.4970
H -1.0435 3.2935 0.0763
H -2.2852 1.0613 0.4425
H -0.6970 1.3501 1.5294
H 0.2171 -1.0953 0.5878
H -1.1616 -1.1439 1.9136
H -1.5588 -1.3736 0.0062
C -0.0834 -4.6494 0.7864
O -0.7876 -3.8276 1.3516
N 0.0453 -4.6994 -0.5517
N 0.6269 -5.5785 1.4511
H 0.6201 -5.3686 -1.0352
H -0.4729 -4.0174 -1.0900
H 0.5582 -5.5757 2.4605
H 1.2121 -6.2634 1.0034
C -3.3696 -6.1889 -1.8050
O -2.6244 -6.8768 -1.1251
N -3.6845 -4.9213 -1.4832
N -3.9423 -6.6369 -2.9368
H -4.2961 -4.3392 -2.0303
H -3.2745 -4.5451 -0.6384
H -3.7314 -7.5864 -3.2150
H -4.5585 -6.0855 -3.5098
C -7.0016 -3.5045 -1.9142
O -5.9230 -3.8203 -1.4371
N -7.1753 -3.2696 -3.2273
N -8.1130 -3.3633 -1.1695
H -8.0554 -3.0087 -3.6388
H -6.3636 -3.3649 -3.8235
H -8.0259 -3.5311 -0.1757
H -9.0099 -3.1040 -1.5442
C -9.2359 -6.9067 -1.6730
O -9.2973 -6.3639 -2.7650
N -8.3807 -6.5129 -0.7122
N -10.0180 -7.9470 -1.3330
H -8.3156 -6.9472 0.1929
H -7.7738 -5.7328 -0.9274
H -10.6761 -8.2749 -2.0279
H -9.9820 -8.4070 -0.4390
C -6.6706 -0.8989 -6.3075
O -7.3661 -1.2735 -5.3764
N -6.4921 -1.6304 -7.4221
N -6.0208 0.2789 -6.3020
H -5.9234 -1.3389 -8.1991
H -6.9638 -2.5242 -7.4669
H -6.1285 0.8605 -5.4812
H -5.4437 0.6045 -7.0589
C 0.2395 7.6684 1.8195
O 0.9847 6.9805 2.4994
N -0.0755 8.9360 2.1413
N -0.3333 7.2204 0.6877
H -0.6870 9.5181 1.5942
H 0.3345 9.3121 2.9861
H -0.1223 6.2709 0.4095
H -0.9494 7.7718 0.1147
C 5.4987 4.7424 -3.6232
O 5.9114 4.6541 -2.4775
N 6.1829 5.3704 -4.5964
N 4.3228 4.2195 -4.0150
H 5.8596 5.4534 -5.5454
H 7.0735 5.7783 -4.3436
H 3.7761 3.7381 -3.3130
H 3.9662 4.2820 -4.9536
C -3.6743 -1.0631 4.7764
O -4.3785 -0.2412 5.3416
N -3.5457 -1.1130 3.4383
N -2.9641 -1.9922 5.4411
H -2.9708 -1.7822 2.9548
H -4.0638 -0.4310 2.9000
H -3.0328 -1.9894 6.4505
H -2.3788 -2.6771 4.9934
C -8.8021 -8.0313 3.2245
O -8.8635 -7.4885 2.1326
N -7.9469 -7.6375 4.1854
N -9.5842 -9.0716 3.5646
H -7.8817 -8.0718 5.0905
H -7.3399 -6.8574 3.9702
H -10.2423 -9.3995 2.8697
H -9.5482 -9.5316 4.4586
C 9.6293 7.4345 -4.1799
O 8.4614 7.1154 -4.3380
N 10.3440 7.0670 -3.1012
N 10.3059 8.1820 -5.0704
H 11.3064 7.3199 -2.9534
H 9.8721 6.5034 -2.4062
H 9.8045 8.4799 -5.8971
H 11.2676 8.4549 -4.9578
C -9.7021 -9.8791 7.4888
O -9.7635 -9.3363 6.3969
N -8.8469 -9.4853 8.4497
N -10.4842 -10.9194 7.8289
H -8.7817 -9.9196 9.3548
H -8.2399 -8.7052 8.2345
H -11.1423 -11.2473 7.1340
H -10.4482 -11.3794 8.7228
C 11.3273 4.5201 -0.7463
O 11.0194 5.6895 -0.9150
N 10.6237 3.5000 -1.2697
N 12.3977 4.1471 -0.0220
H 10.8615 2.5309 -1.1419
H 9.8100 3.7373 -1.8220
H 12.9548 4.8844 0.3897
H 12.6672 3.1896 0.1281
C 1.7145 -1.1339 5.8647
O 2.7931 -1.4496 6.3418
N 1.5409 -0.8990 4.5516
N 0.6031 -0.9927 6.6093
H 0.6607 -0.6380 4.1401
H 2.3526 -0.9943 3.9554
H 0.6903 -1.1604 7.6032
H -0.2937 -0.7334 6.2347
C 13.7325 9.4083 -3.4121
O 12.7286 9.5672 -4.0887
N 13.8439 8.4312 -2.4943
N 14.8172 10.1961 -3.5241
H 14.6622 8.2845 -1.9278
H 13.0495 7.8156 -2.3783
H 14.7749 10.9442 -4.2038
H 15.6528 10.0810 -2.9759
```

Properties
Total charge ... -1
2S+1 ... 1
HOMO energy ... -0.7 eV


Record 4
DFT (the ωB97M-V functional and the def2-TZVPD basis) results for an isolated molecule of C4H8O.

```
13
Properties=species:S:1:pos:R:3
C 1.5214 0.5080 -0.4993
C 0.8178 -0.6059 0.2187
O -0.0161 -1.3453 -0.6592
C -0.6386 -0.6990 0.4375
C -1.6300 0.3973 0.1775
H 0.8327 1.2086 -0.9903
H 2.1667 1.0525 0.1820
H 2.1434 0.0965 -1.3120
H 1.4161 -1.2238 0.9069
H -0.9557 -1.4392 1.1766
H -1.8959 0.8911 1.1182
H -2.5423 -0.0219 -0.2567
H -1.2426 1.1496 -0.5132
```

Properties
Total charge ... 0
Relative energy (zero: lowest compared OMol25 entry of this formula, charge and spin) ... 1.1063 eV
2S+1 ... 1
SMILES string ... C[C@@H]1O[C@@H]1C
HOMO energy ... -10.0 eV


Record 5
DFT (the ωB97M-V functional and the def2-TZVPD basis) results for a 13-piece molecular cluster, C44H59Cl2F5O36 overall.

```
146
Properties=species:S:1:pos:R:3
C -2.2113 0.1738 4.6168
C -3.2837 1.0018 3.9330
C -4.3993 1.6312 4.8067
O -4.4957 2.9746 4.3709
C -3.4949 3.2448 3.4839
O -3.2658 4.3473 3.1091
O -2.7641 2.1549 3.2911
H -1.4899 -0.0803 3.8409
H -2.6045 -0.7276 5.0804
H -1.7436 0.8044 5.3748
H -3.7490 0.3935 3.1494
H -4.1766 1.5684 5.8754
H -5.3615 1.1300 4.6878
C -4.2169 1.3478 0.2340
C -5.2565 0.2637 0.0479
C -6.4692 0.6198 -0.8221
O -6.4701 -0.3853 -1.8387
C -5.4431 -1.2132 -1.6958
O -5.2634 -2.1913 -2.3574
O -4.5991 -0.7411 -0.7517
H -4.5463 2.2097 0.8239
H -4.0000 1.7573 -0.7551
H -3.2960 1.0315 0.7230
H -5.5632 -0.2548 0.9603
H -6.4438 1.6253 -1.2382
H -7.4015 0.5069 -0.2701
C -0.8792 -2.2401 -0.9178
C -1.0200 -0.8839 -0.3040
C -0.1077 -0.6553 0.9173
O 0.7370 0.4083 0.4590
C 0.3566 0.8323 -0.7681
O 0.8779 1.7394 -1.3400
O -0.5714 0.0448 -1.2763
H 0.0952 -2.5335 -1.3115
H -1.5925 -2.2958 -1.7469
H -1.1499 -3.1107 -0.3154
H -2.0459 -0.6207 -0.0526
H 0.5127 -1.5193 1.1457
H -0.6846 -0.3845 1.8020
C 0.7067 -1.1570 -3.7551
C 1.4883 -0.8604 -5.0342
C 1.9056 0.5699 -5.1806
O 3.0723 0.4617 -6.0290
C 3.5866 -0.7707 -5.8198
O 4.6490 -1.1421 -6.2113
O 2.7441 -1.5134 -5.0864
H 1.4067 -0.9666 -2.9393
H 0.4115 -2.2047 -3.7525
H -0.1434 -0.4988 -3.6006
H 0.9047 -1.1278 -5.9248
H 2.1143 1.0490 -4.2192
H 1.1746 1.1978 -5.6875
C 4.0078 1.4467 -1.1603
C 4.8009 2.3290 -2.1209
C 5.7889 1.6030 -3.0319
O 5.4859 2.1424 -4.3312
C 4.3724 2.8484 -4.2911
O 3.8387 3.3763 -5.2152
O 3.8261 2.8674 -3.0341
H 4.7036 1.0121 -0.4351
H 3.4591 0.6556 -1.6651
H 3.3076 2.0563 -0.5950
H 5.3576 3.1490 -1.6584
H 5.5768 0.5334 -3.1321
H 6.8434 1.7011 -2.7881
C 2.7030 5.0625 -0.2851
C 3.0165 5.2323 1.1946
C 4.1619 4.3104 1.6201
O 5.2778 5.1872 1.5011
C 4.9084 6.4591 1.5574
O 5.6130 7.4022 1.6732
O 3.5443 6.5529 1.3756
H 2.2453 4.0784 -0.4199
H 3.6383 5.0137 -0.8507
H 2.0701 5.8244 -0.7287
H 2.1390 5.0693 1.8179
H 4.2439 3.4221 0.9975
H 4.1263 3.9945 2.6631
C 0.2022 -4.6040 1.8696
C -0.4003 -3.7722 2.9926
C -1.4338 -4.4881 3.8567
O -1.0339 -4.0927 5.1859
C 0.1528 -3.4485 5.1393
O 0.6439 -2.9604 6.1074
O 0.6435 -3.4212 3.8944
H 0.9441 -5.3597 2.1219
H 0.8033 -3.8445 1.3528
H -0.4730 -4.9401 1.0826
H -0.6893 -2.7920 2.6023
H -1.3999 -5.5499 3.6272
H -2.3920 -4.0016 3.6897
C 1.6957 1.6149 2.9542
Cl 0.4384 2.8744 2.7233
Cl 2.6982 2.1123 4.3685
H 1.1992 0.6793 3.1686
H 2.2139 1.5880 2.0045
C -2.7883 -0.8334 -4.6358
C -3.8067 -0.3714 -5.6567
O -4.5658 0.5810 -4.9787
C -3.9875 0.8774 -3.7856
O -4.4389 1.6978 -3.0582
O -2.8701 0.1594 -3.6011
F -4.5612 -1.4409 -6.0635
H -1.8180 -0.8396 -5.1282
H -3.0362 -1.8302 -4.2771
H -3.4031 0.0627 -6.5738
C 5.6153 -2.1923 2.6517
C 5.4932 -1.0009 1.7427
O 4.1554 -0.5909 1.8234
C 3.4576 -1.4561 2.5898
O 2.2889 -1.4250 2.8052
O 4.2372 -2.4610 3.0209
F 5.7307 -1.3766 0.4492
H 6.0891 -2.1004 3.6298
H 6.1345 -3.0365 2.1982
H 6.1371 -0.1781 2.0540
C -5.7922 -3.8485 2.6594
C -5.8843 -3.9676 1.1437
O -4.5097 -3.7871 0.8496
C -4.0666 -2.8130 1.7053
O -3.1028 -2.1664 1.4850
O -4.8372 -2.7743 2.7964
F -6.6071 -2.9973 0.5527
H -5.3538 -4.7708 3.0369
H -6.6721 -3.5078 3.1966
H -6.2651 -4.9518 0.8854
C -2.0663 3.5930 -1.3401
C -1.4891 4.2659 -0.0909
O -2.2359 5.4708 -0.0053
C -3.0125 5.6432 -1.0852
O -3.5851 6.6522 -1.3634
O -2.9925 4.5490 -1.8613
F -0.1813 4.5939 -0.2435
H -2.5997 2.6558 -1.1777
H -1.3565 3.4103 -2.1477
H -1.5846 3.5977 0.7667
C 3.8921 -5.1534 0.3538
C 4.9368 -4.7628 -0.7136
O 4.1701 -3.9698 -1.5716
C 3.1956 -3.3633 -0.8596
O 2.5725 -2.4035 -1.1393
O 3.1236 -3.9568 0.3634
F 5.4619 -5.8144 -1.3900
H 4.3197 -5.4959 1.2895
H 3.2624 -5.9312 -0.0865
H 5.7866 -4.1758 -0.3454
```

Properties
Total charge ... 0
2S+1 ... 1
HOMO energy ... -10.6 eV